(1)
The following is a quantum chemistry calculation of a cluster of 9 separate species, C50H121N7O14 in total at a distorted geometry, from OMol25.

Positions of all 192 atoms, in Å:
C -0.7401 -4.0265 -5.8492
C -0.6686 -3.2437 -4.4828
C -0.5360 -4.3058 -3.3392
C 0.7187 -2.5318 -4.3365
C 0.7638 -1.2339 -5.0587
C -0.4499 -0.2951 -4.6891
C -1.8778 -0.9833 -4.8660
C -2.9257 -0.1302 -4.0362
C -2.2073 -1.0220 -6.3824
N -1.7798 -2.3269 -4.1965
O -3.0284 -2.9336 -4.0149
H -0.5033 -3.3676 -6.6846
H 0.0047 -4.8210 -5.8929
H -1.6665 -4.5210 -6.1414
H -1.3757 -5.0006 -3.3248
H 0.2452 -5.0659 -3.3508
H -0.3726 -3.8345 -2.3701
H 0.8903 -2.1537 -3.3287
H 1.4687 -3.2598 -4.6456
H 1.7047 -0.7114 -4.8863
H 0.7030 -1.4542 -6.1245
H -0.3152 0.6007 -5.2954
H -0.3853 0.3114 -3.7858
H -2.7573 0.9467 -4.0433
H -2.9511 -0.3412 -2.9671
H -3.9003 -0.5322 -4.3131
H -2.9604 -1.7753 -6.6140
H -1.3955 -1.1877 -7.0906
H -2.5924 -0.0361 -6.6427
H -3.2454 -2.7869 -3.0913
C 2.2270 7.3730 -1.0713
C 1.4994 6.0533 -0.9391
C 2.6182 4.9895 -1.1033
C 0.8443 6.0161 0.4720
C -0.0902 4.8129 0.6651
C -1.1648 5.0049 -0.4196
C -0.6798 4.9670 -1.8775
C -0.3044 3.5743 -2.2456
C -1.8631 5.4144 -2.8024
N 0.4095 5.9594 -1.9259
O 0.8078 6.2203 -3.2426
H 2.6867 7.6668 -2.0150
H 1.5200 8.1823 -0.8887
H 2.9507 7.6034 -0.2895
H 3.5298 5.1378 -0.5244
H 2.2866 3.9749 -0.8826
H 3.1234 4.9936 -2.0692
H 1.5290 5.7201 1.2667
H 0.3258 6.9373 0.7376
H 0.4072 3.8569 0.5014
H -0.6054 4.8014 1.6256
H -1.7525 5.8660 -0.1016
H -1.9169 4.2294 -0.2740
H 0.1408 3.5474 -3.2402
H -1.1766 2.9248 -2.1717
H 0.3614 3.1002 -1.5245
H -2.7532 4.8979 -2.4432
H -1.8179 5.2823 -3.8834
H -2.1105 6.4705 -2.6955
H 0.6985 7.1663 -3.3640
C 1.8117 -2.5553 4.8913
O 2.8710 -1.7937 4.2829
C 2.6956 -1.5793 2.9102
C 3.5862 -0.4445 2.3765
N 3.2270 -0.1991 0.9716
C 3.8913 1.0269 0.4662
C 3.7036 1.2084 -1.0144
O 4.0244 0.0730 -1.8270
C 4.0472 0.3101 -3.2261
H 0.8343 -2.0781 4.8208
H 2.0268 -2.6674 5.9540
H 1.6260 -3.5609 4.5141
H 1.6538 -1.2832 2.7868
H 2.8651 -2.4557 2.2847
H 4.6061 -0.7877 2.5496
H 3.3771 0.4525 2.9595
H 3.4951 -0.9505 0.3523
H 4.9686 1.0314 0.6325
H 3.3556 1.8566 0.9274
H 4.2936 2.0676 -1.3336
H 2.6543 1.3724 -1.2596
H 3.1435 0.8395 -3.5279
H 4.1381 -0.5763 -3.8540
H 4.7508 1.0906 -3.5157
C -0.2232 -6.9769 -0.4684
O 0.0156 -5.5993 -0.5354
C -0.0364 -4.9723 0.7757
C -0.6568 -3.5535 0.5810
N -2.1074 -3.6102 0.2931
C -2.5847 -2.2826 -0.0985
C -4.1151 -2.3358 -0.3116
O -4.4144 -3.1153 -1.4580
C -5.7420 -3.2809 -1.6650
H 0.5337 -7.5190 0.0986
H -0.1327 -7.2833 -1.5105
H -1.2391 -7.3010 -0.2428
H 0.9306 -4.9379 1.2775
H -0.6688 -5.5049 1.4859
H -0.1164 -3.0819 -0.2398
H -0.4051 -2.9072 1.4219
H -2.2979 -4.2426 -0.4710
H -2.1537 -2.1721 -1.0936
H -2.3417 -1.5399 0.6615
H -4.4130 -1.3344 -0.6224
H -4.6505 -2.6197 0.5944
H -6.0459 -3.7117 -2.6190
H -6.2861 -2.3433 -1.5507
H -6.1929 -3.9904 -0.9712
C -1.0337 0.2419 3.7935
O 0.1218 1.0501 4.0613
C 0.3563 2.1794 3.1598
C 1.4681 3.0235 3.6679
N 1.0573 3.7120 4.9199
C 2.0832 4.5641 5.3919
C 1.8951 5.0643 6.8585
O 0.9179 6.1693 7.1103
C 0.8292 6.4420 8.5270
H -0.8278 -0.5515 3.0750
H -1.7518 0.9176 3.3289
H -1.4527 -0.1484 4.7209
H -0.5921 2.6764 2.9555
H 0.7655 1.7481 2.2462
H 1.6946 3.6962 2.8407
H 2.3753 2.4283 3.7713
H 0.8084 3.0277 5.6198
H 2.0661 5.4138 4.7093
H 3.0636 4.0962 5.3018
H 2.8889 5.2875 7.2467
H 1.6409 4.1789 7.4412
H 0.3421 7.4094 8.6499
H 1.8413 6.5139 8.9252
H 0.3632 5.6113 9.0569
C 9.8856 -0.4482 1.5407
O 8.6281 -0.4890 0.9526
C 8.2624 -1.6843 0.2682
C 6.9276 -1.4475 -0.4373
N 6.3988 -2.5114 -1.2406
C 6.1898 -3.7684 -0.5502
C 5.0043 -3.6323 0.4244
O 3.8551 -2.9263 0.0060
C 2.9998 -3.5282 -0.9973
H 10.1741 0.5136 1.9649
H 10.4896 -0.5895 0.6444
H 9.9772 -1.3483 2.1485
H 8.2778 -2.4946 0.9971
H 9.0167 -1.8586 -0.4991
H 7.1403 -0.6180 -1.1117
H 6.1305 -1.1105 0.2255
H 5.4592 -2.2218 -1.4715
H 7.0931 -4.1752 -0.0957
H 6.0276 -4.4363 -1.3962
H 5.4088 -3.1275 1.3017
H 4.6218 -4.5780 0.8085
H 3.5569 -3.8193 -1.8878
H 2.3413 -2.7504 -1.3841
H 2.4113 -4.3058 -0.5104
C -5.0768 2.5987 -2.3866
O -5.9237 1.6743 -1.7231
C -5.6797 1.3979 -0.3674
C -6.9941 0.6599 -0.0251
N -6.9938 -0.4196 0.9720
C -6.4439 0.1467 2.1784
C -6.4864 -0.8963 3.2855
O -7.8462 -1.2263 3.7708
C -8.2445 -2.6029 3.4316
H -5.4165 2.5192 -3.4193
H -4.0230 2.3457 -2.5039
H -5.2396 3.6102 -2.0144
H -5.5350 2.3308 0.1775
H -4.8096 0.7788 -0.1488
H -7.2192 0.1629 -0.9687
H -7.8303 1.3210 0.2025
H -7.9065 -0.8302 1.1076
H -6.9104 1.0652 2.5346
H -5.4127 0.4505 1.9981
H -5.9357 -0.4582 4.1179
H -5.8901 -1.7388 2.9353
H -7.7671 -3.2967 4.1236
H -7.8577 -2.9330 2.4675
H -9.3205 -2.7768 3.4360
C 0.1708 -0.0866 -1.0646
O -0.0469 -0.5128 0.2393
H 1.1910 -0.3069 -1.3790
H -0.4352 -0.6680 -1.7594
H -0.2082 0.9219 -1.2300
H 0.7053 -0.1701 0.7276
C -4.2237 -4.4153 2.6855
O -3.2315 -3.4163 2.8299
H -5.1786 -4.0591 3.0721
H -4.4071 -4.5080 1.6151
H -3.9710 -5.4015 3.0750
H -2.6985 -3.5591 2.0443

Atoms 1-3, force components in eV/Å:
0.4 0.6 -0.1
0.8 -1.8 0.5
-1.1 -0.4 0.1

**Total energy**: -3413.80472 Eh
**Kohn-Sham gap**: 8.6 eV
**Multiplicity**: 1
**Structure (SMILES)**: CC1(C)CCCC(C)(C)N1O.CC1(C)CCCC(C)(C)N1O.COCCNCCOC.COCCNCCOC.COCCNCCOC.COCCNCCOC.COCCNCCOC.CO.CO
**ΔE to the lowest compared entry with this formula, charge and spin**: 100.3 kcal per mole
**Maximum force**: 2.93 eV/Å


(2)
The following is a quantum chemistry calculation of a cluster of 9 separate species, C50H126F3N8O9S in total at a distorted geometry, from OMol25.

Positions of all 197 atoms, in Å:
C 2.6538 26.5720 11.1483
C 4.0572 26.2552 10.7133
C 4.6859 25.0341 11.3764
O 5.9233 24.7265 10.7570
C 6.5371 23.6114 11.3946
N 4.0781 26.0096 9.2080
H 3.2835 25.4624 8.8729
H 3.9612 26.9239 8.7337
H 4.9424 25.5449 8.9293
H 2.3564 27.5573 10.7946
H 2.7074 26.7305 12.2336
H 1.9207 25.7840 10.9947
H 4.7634 27.0729 10.8634
H 3.9952 24.1906 11.2580
H 4.8689 25.2952 12.4222
H 6.5389 23.6443 12.4878
H 7.5605 23.4358 11.0606
H 6.0117 22.6880 11.1259
C 9.0603 27.3927 12.9603
C 7.9446 27.1351 11.9647
C 7.3316 28.4339 11.4714
O 6.7920 28.2969 10.1556
C 6.3669 29.5755 9.6269
N 8.5169 26.3641 10.7889
H 7.7563 26.1016 10.1576
H 9.1387 26.9905 10.2753
H 8.9668 25.5230 11.1536
H 9.2323 26.6119 13.6999
H 8.8407 28.3135 13.5033
H 10.0294 27.5621 12.4804
H 7.1623 26.5034 12.3828
H 8.1068 29.2124 11.4536
H 6.5404 28.7863 12.1404
H 6.0288 29.3424 8.6246
H 7.2192 30.2546 9.7013
H 5.5534 30.0178 10.2075
C 5.5479 28.8465 4.4240
C 5.3746 27.8664 5.5655
C 4.3219 26.8221 5.2843
O 4.4528 25.7734 6.2561
C 3.7441 24.6105 5.8044
N 6.7023 27.1124 5.7167
H 6.4853 26.2550 6.2382
H 7.0465 26.8463 4.7879
H 7.4265 27.7033 6.1231
H 6.2068 29.6629 4.7315
H 4.5906 29.3264 4.2106
H 5.9360 28.4346 3.4920
H 5.2054 28.3916 6.5044
H 4.4038 26.4695 4.2520
H 3.3356 27.2674 5.4500
H 2.7205 24.8510 5.4967
H 3.6990 23.8827 6.6101
H 4.2086 24.1681 4.9204
C 2.6042 36.3885 7.4378
N 3.8989 36.5721 8.1345
C 4.9729 36.5787 7.0708
C 3.8999 37.8885 8.8430
C 4.2343 35.4749 9.1272
C 4.1606 34.0422 8.6390
O 2.7985 33.6725 8.5085
H 1.8197 36.3250 8.1936
H 2.5525 35.4898 6.8374
H 2.4035 37.2909 6.8632
H 4.7101 35.8526 6.3049
H 5.9224 36.3010 7.5137
H 4.9671 37.5505 6.5840
H 4.8628 38.0331 9.3302
H 3.1521 37.8823 9.6332
H 3.7160 38.6622 8.1052
H 3.4995 35.6416 9.9171
H 5.2135 35.7310 9.5263
H 4.6310 33.4490 9.4322
H 4.7325 33.8701 7.7205
H 2.7590 32.7142 8.3156
C -0.4559 26.9653 3.9095
N -1.0780 28.2162 4.4567
C -1.0520 28.1121 5.9651
C -0.2486 29.3750 4.0869
C -2.4531 28.3013 3.8562
C -3.2348 29.5805 4.1041
O -3.4450 29.7783 5.5077
H -0.9528 26.1006 4.3442
H 0.5683 26.9178 4.2761
H -0.5309 26.9942 2.8286
H -0.0035 27.9319 6.1777
H -1.5951 27.2062 6.2337
H -1.5303 28.9965 6.3603
H -0.5751 30.2699 4.6199
H -0.2665 29.5144 3.0092
H 0.7752 29.3320 4.4619
H -3.0104 27.4211 4.1757
H -2.3476 28.2333 2.7707
H -4.1740 29.4845 3.5638
H -2.6433 30.4281 3.7564
H -4.3678 30.0183 5.6355
C 1.4694 30.3585 15.4839
N 0.3783 31.2822 15.0535
C 0.7150 32.6329 15.6191
C 0.4025 31.3337 13.5539
C -0.9439 30.8343 15.6308
C -1.3663 29.4195 15.3850
O -1.4062 29.1314 13.9891
H 2.4320 30.6954 15.1110
H 1.2160 29.3654 15.1233
H 1.5309 30.3355 16.5717
H -0.0403 33.3424 15.2902
H 1.6561 32.8939 15.1405
H 0.8134 32.5809 16.6968
H 0.4506 30.3680 13.0645
H 1.1934 32.0034 13.2316
H -0.5747 31.7211 13.2588
H -1.6902 31.5666 15.3289
H -0.7858 30.9283 16.7074
H -2.3602 29.3525 15.8402
H -0.7489 28.6917 15.9172
H -1.8502 28.2849 13.8767
C -10.4235 29.6601 10.0131
C -9.2556 28.6852 9.9112
C -7.9046 29.3765 10.1789
C -6.7855 28.3656 9.9381
N -5.4241 28.8161 10.4086
C -4.9751 30.0654 9.6678
C -3.4402 30.0683 9.6940
C -3.0348 28.6061 9.9601
C -4.3572 27.8390 9.9700
C -5.3800 29.1390 11.8729
C -5.8510 28.0131 12.7891
C -5.4299 28.2479 14.2350
H -10.3339 30.4903 9.3157
H -10.5168 30.0538 11.0270
H -11.3489 29.1147 9.8333
H -9.2231 28.2481 8.9098
H -9.3487 27.8913 10.6558
H -7.8839 29.8020 11.1828
H -7.7690 30.1876 9.4556
H -6.7244 28.1845 8.8672
H -6.9635 27.4495 10.4999
H -5.3825 30.9605 10.1270
H -5.3729 29.9891 8.6565
H -3.1255 30.7005 10.5228
H -3.0078 30.4741 8.7816
H -2.5770 28.5698 10.9499
H -2.3631 28.0791 9.2847
H -4.3239 27.0264 10.6927
H -4.6944 27.4581 9.0102
H -5.9778 30.0301 12.0411
H -4.3360 29.3217 12.1322
H -5.3549 27.0934 12.4492
H -6.9088 27.7712 12.6826
H -4.3495 28.1207 14.3177
H -5.9563 27.6009 14.9312
H -5.7040 29.2607 14.5450
C 3.7635 32.5505 4.5383
C 3.1794 32.0494 3.2094
C 3.2494 33.0174 2.0177
C 2.3768 34.2584 2.1544
N 2.1754 35.0126 0.8808
C 1.1795 34.2826 -0.0077
C 0.3025 35.3439 -0.6452
C 0.1189 36.2977 0.5264
C 1.5015 36.3715 1.1470
C 3.4488 35.2306 0.0885
C 4.5258 35.9626 0.8606
C 5.8331 36.1030 0.1103
H 4.8217 32.7815 4.4362
H 3.5825 31.8311 5.3393
H 3.1563 33.4111 4.8410
H 2.1395 31.7222 3.3507
H 3.6497 31.1060 2.9101
H 2.9542 32.4886 1.1063
H 4.2915 33.2892 1.8404
H 2.8214 34.9353 2.8865
H 1.4011 34.0250 2.5843
H 1.6657 33.5948 -0.6939
H 0.5247 33.7070 0.6492
H 0.7823 35.7983 -1.5118
H -0.6750 34.9707 -0.9420
H -0.2487 37.2960 0.2953
H -0.5909 35.8956 1.2544
H 2.0953 37.1928 0.7577
H 1.4784 36.4911 2.2293
H 3.1575 35.7357 -0.8292
H 3.8003 34.2289 -0.1609
H 4.7527 35.5035 1.8246
H 4.1176 36.9572 1.0669
H 6.5256 36.7233 0.6794
H 5.7825 36.5880 -0.8669
H 6.3295 35.1492 -0.0847
C 0.9429 29.7447 9.0080
F 0.3534 28.5365 8.9593
F 0.1100 30.6399 8.5250
F 1.2168 30.0168 10.2927
S 2.4970 29.6956 7.9334
O 1.9475 29.2514 6.6618
O 2.9951 31.0561 7.9060
O 3.4115 28.7153 8.5341

Atoms 1-3, force components in eV/Å:
0.4 0.7 1.4
0.7 -0.7 -0.7
-0.4 0.1 -0.2

**Total energy**: -3790.93972 Eh
**Net charge**: +7
**Kohn-Sham gap**: 8.4 eV
**Multiplicity**: 1
**Maximum force**: 1.60 eV/Å